[1]
The following is a quantum chemistry calculation of the molecule C22H21F3N4O3 at a distorted geometry, from OMol25.

Geometry as XYZ:
```
53
Properties=species:S:1:pos:R:3:forces:R:3:mulliken_charge:R:1
C -4.688768 0.073581 -3.828288 0.0697 0.1532 0.4379 -1.20
C -4.724665 1.103378 -2.715502 -0.1927 0.2809 -0.3791 -0.25
H -4.149050 1.997964 -2.976541 -0.1234 -0.1078 0.0593 0.31
H -5.750704 1.414026 -2.490235 0.1635 0.0063 -0.0201 0.30
O -4.155173 0.517457 -1.540606 0.0833 -0.4069 -0.1704 -0.26
C -4.043673 1.311204 -0.474357 0.1641 0.1448 0.5427 -0.19
O -4.387709 2.462907 -0.458089 -0.0748 0.1421 -0.0613 -0.61
C -3.444837 0.573220 0.707240 -0.0857 -0.1508 -0.3513 1.27
H -3.279087 1.305224 1.503030 -0.0176 0.0037 -0.1243 0.23
C -2.107043 -0.080163 0.322628 -0.0923 0.3255 -0.2334 -1.32
N -1.570784 -0.800308 1.446990 -0.2207 -0.1593 -0.0837 0.14
C -0.444408 -0.485236 2.125964 0.2471 0.0867 -0.0911 0.66
O -0.060217 -1.113068 3.092887 0.1416 -0.1080 0.2255 -0.68
C 0.322010 0.687675 1.621914 0.4571 0.1221 0.0238 -0.31
C 1.585797 0.659588 1.032058 -0.7253 0.9267 0.2512 0.51
N 2.364828 -0.322564 0.623033 0.6201 -0.6655 -0.2114 -0.51
C 3.532295 -0.046904 0.086919 -0.5713 0.4272 0.2740 0.96
C 3.953798 1.305097 -0.095514 -0.3086 0.2452 0.1560 -0.78
C 3.131746 2.315914 0.305036 0.4538 0.0462 -0.2072 0.12
N 1.945474 2.012651 0.879267 0.0249 -1.3950 -0.0161 0.85
N 1.017913 2.828087 1.332482 -0.3571 1.1990 0.2186 -1.61
C 0.043832 2.047559 1.785493 0.3178 -0.3416 -0.2191 -0.47
H -0.827432 2.497295 2.219117 -0.1894 0.1222 0.0972 0.59
C 3.461456 3.778472 0.128886 0.1280 0.6537 -0.1139 0.91
F 2.574893 4.402965 -0.655511 -0.1334 -0.2123 -0.0159 -0.26
F 3.501649 4.437046 1.290319 -0.0584 -0.2102 0.1421 -0.26
F 4.662598 3.941408 -0.447440 0.0854 -0.3040 -0.0284 -0.29
H 4.891693 1.539884 -0.567925 0.0172 0.0830 -0.0135 0.54
C 4.355914 -1.180812 -0.332624 0.3612 -0.5381 -0.2008 0.88
C 3.755835 -2.436703 -0.454350 0.0426 0.1658 -0.0030 -0.34
C 4.496081 -3.533104 -0.847670 0.0233 -0.0430 -0.0135 -0.61
C 5.848399 -3.397805 -1.120772 0.0404 0.0175 0.0039 -0.40
C 6.456103 -2.159945 -0.989807 0.1102 -0.0749 -0.0493 -0.71
C 5.719656 -1.057087 -0.599581 -0.2440 0.0347 0.0551 -0.54
H 6.220780 -0.108717 -0.481969 0.0412 0.1064 0.0024 0.26
H 7.511995 -2.053258 -1.189434 0.0810 0.0085 -0.0100 0.38
H 6.428629 -4.254715 -1.428761 0.0490 -0.0683 -0.0233 0.38
H 4.020242 -4.497865 -0.940603 -0.0484 -0.0717 -0.0095 0.38
H 2.704472 -2.526263 -0.231988 -0.0717 -0.0390 0.0111 0.47
C -2.431424 -1.858422 1.931989 -0.0824 -0.1792 0.4766 -1.02
C -3.778222 -1.278151 2.359902 0.0322 -0.1092 -0.2807 -0.64
C -4.411023 -0.511741 1.201184 0.0487 0.1250 0.2605 -1.00
H -5.349363 -0.053496 1.518408 -0.0513 -0.0190 -0.0609 0.40
H -4.625249 -1.195986 0.377262 -0.0451 -0.0083 -0.0291 0.36
H -4.437726 -2.084748 2.681029 -0.0144 -0.0079 0.0638 0.42
H -3.624579 -0.605454 3.205537 0.0075 -0.0175 0.0846 0.34
H -1.923535 -2.335542 2.771637 -0.0737 -0.0056 -0.1771 0.49
H -2.575400 -2.593137 1.131809 0.0150 -0.0034 0.0201 0.35
H -1.394576 0.676193 -0.009697 -0.0711 -0.1437 -0.0279 0.53
H -2.282192 -0.783376 -0.500297 0.0482 0.0842 0.0339 0.19
H -5.119973 0.497433 -4.730209 -0.0424 0.0290 -0.1047 0.40
H -5.257686 -0.807235 -3.543007 -0.0626 -0.1036 -0.0344 0.31
H -3.663601 -0.224439 -4.031220 0.0835 -0.0461 -0.0758 0.30
```
Positions in Å, forces in eV/Å.

- Total charge: 0
- SMILES: CCOC(=O)[C@H]1CCCN(C(=O)c2cnn3c(C(F)(F)F)cc(-c4ccccc4)nc23)C1
- Total energy: -43411.3097 eV
- HOMO level: -8.62 eV
- Relative energy (zero: lowest compared OMol25 entry of this formula, charge and spin): 1.7 kcal per mole

=====

[2]
The following is a quantum chemistry calculation of a cluster of 4 separate species, C22H21FINO11 in total at a distorted geometry, from OMol25.

Geometry as XYZ:
```
57
Properties=species:S:1:pos:R:3:forces:R:3:mulliken_charge:R:1
C 5.223280 -1.848651 -0.643778 0.0567 0.1008 -0.1907 -0.29
C 4.110087 -1.463409 -0.859208 -0.0036 -0.3466 0.5847 -0.96
C 2.726145 -1.126288 -0.776847 0.1649 0.1856 -0.3639 1.38
C 2.388590 0.094854 -0.198090 0.1220 0.1649 0.1203 -0.93
C 1.069027 0.455839 -0.072035 0.0821 0.0209 0.0646 0.32
F 0.757083 1.623910 0.482602 -0.0354 0.1499 0.0684 -0.29
C 0.091540 -0.402929 -0.506722 -0.6734 0.3735 0.0011 0.13
C 0.417782 -1.610776 -1.086681 0.1276 -0.1407 -0.2143 0.73
C 1.733258 -1.991007 -1.247577 -0.0795 -0.5634 -0.2888 -0.99
I 2.233712 -3.798603 -2.163139 0.0094 0.1633 0.0914 0.14
C -0.864817 -2.296869 -1.435841 -0.0371 0.4085 -0.0128 0.40
O -1.048809 -3.397470 -1.867469 0.0021 -0.1965 -0.0033 -0.51
N -1.912861 -1.386348 -1.127964 0.3502 -0.8525 0.7070 -0.18
C -1.395561 -0.252004 -0.470880 0.5104 0.1821 -0.0692 0.18
O -2.024041 0.651585 -0.003467 -0.2826 -0.0687 0.1163 -0.52
H 6.208381 -2.192045 -0.460680 0.2074 -0.0126 -0.0725 0.43
H 3.160186 0.754848 0.168474 0.0993 0.0601 0.0339 0.62
H -2.642053 -1.884047 -0.624939 -0.5740 0.4394 -0.4765 0.27
C -0.805722 4.731053 -0.012987 0.1159 -0.0991 0.0174 -1.03
C -0.376138 5.958722 -0.788365 -0.0962 -0.2187 0.2488 0.51
C 0.901888 5.825644 -1.583076 0.0229 0.0336 -0.1827 -0.43
O 1.361510 7.181939 -1.641434 -0.0125 -0.0813 0.0312 -0.34
C 0.893444 7.817655 -0.536965 -0.0285 -0.0182 0.0367 0.61
O 1.238263 8.894023 -0.178815 0.0128 0.0313 0.0090 -0.52
O -0.024438 7.043687 0.095671 0.0450 0.0458 -0.1271 -0.40
H 0.034208 4.064781 0.185376 0.0356 0.0613 0.0533 0.01
H -1.239434 5.014179 0.944422 -0.0911 0.0750 -0.0545 0.35
H -1.548870 4.163733 -0.571782 -0.0082 0.0026 0.0072 0.37
H -1.191562 6.313133 -1.424328 0.0289 0.0559 -0.0193 0.27
H 0.756985 5.430272 -2.585552 0.0389 0.1490 -0.0540 0.31
H 1.653271 5.229998 -1.059010 -0.0675 -0.0565 0.0487 0.29
C 1.244961 0.843814 4.429373 -0.1004 0.1021 -0.0439 -1.36
C 2.576687 1.565600 4.396358 -0.3139 -0.1743 -0.0536 0.47
C 2.524529 3.059320 4.620216 0.0918 0.0920 0.1397 -0.53
O 3.695735 3.508670 3.923460 -0.0683 -0.0462 0.0049 -0.34
C 3.938939 2.624216 2.928706 -0.0310 -0.0028 -0.0308 0.66
O 4.712059 2.788196 2.042689 0.0019 -0.0066 -0.0706 -0.53
O 3.166784 1.519345 3.079689 0.0557 0.0228 0.0440 -0.31
H 0.415023 1.519192 4.217673 0.0311 0.0053 -0.0936 0.33
H 1.224398 0.048086 3.686383 0.0879 -0.0581 0.0483 0.31
H 1.072995 0.402995 5.410202 0.0197 -0.0069 0.0001 0.39
H 3.283627 1.093133 5.082801 0.0569 0.0397 -0.0204 0.30
H 2.569397 3.349470 5.666764 0.1568 0.0641 -0.0353 0.31
H 1.650810 3.516542 4.150326 -0.0553 -0.0805 0.0097 0.32
C -3.709113 -6.937266 -3.988246 0.0989 -0.0779 0.0420 -1.33
C -4.348163 -6.186935 -2.838217 0.0973 -0.2509 -0.2167 0.53
C -3.435775 -5.844076 -1.685504 0.0365 0.2132 0.0391 -0.31
O -4.359773 -5.763216 -0.589119 0.0428 -0.0295 -0.0560 -0.31
C -5.401637 -6.585396 -0.873820 0.0029 -0.0271 -0.0481 0.63
O -6.247460 -6.896626 -0.102487 -0.0239 -0.0080 0.0307 -0.53
O -5.335274 -6.997381 -2.164393 0.0044 0.1222 0.0828 -0.39
H -2.809271 -7.466502 -3.672341 -0.0515 -0.0527 0.0511 0.33
H -4.402041 -7.670929 -4.396285 -0.0768 0.0768 -0.0270 0.36
H -3.426998 -6.248914 -4.783624 -0.0119 0.0127 0.0073 0.35
H -4.860420 -5.293644 -3.205021 -0.0337 0.0144 0.0560 0.30
H -2.904232 -4.905521 -1.812074 -0.0538 0.0502 0.1268 0.06
H -2.720100 -6.641605 -1.472432 -0.0068 -0.0428 -0.0972 0.35
```
Positions in Å, forces in eV/Å.

- Total charge: 0
- SMILES: C#Cc1cc(F)c2c(c1I)C(=O)NC2=O.C[C@@H]1COC(=O)O1.C[C@@H]1COC(=O)O1.C[C@@H]1COC(=O)O1
- Total energy: -57984.6234 eV
- HOMO level: -9.63 eV

=====

[3]
The following is a quantum chemistry calculation of a structure of composition C22H21HfN6Se at a distorted geometry, from OMol25.

Geometry as XYZ:
```
51
Properties=species:S:1:pos:R:3:forces:R:3:mulliken_charge:R:1
Hf 0.610914 0.267015 -0.589779 0.5549 -0.3511 -1.0339 0.38
C 3.985687 -1.665362 -3.642467 -0.0077 0.0156 -0.0438 -0.56
C 4.706468 -1.769576 -2.452161 0.0242 0.0218 0.0558 -0.75
C 4.110653 -1.572692 -1.214806 0.0240 0.1148 -0.2411 -0.46
C 2.746088 -1.317175 -1.168269 -0.0780 0.0107 0.4155 0.37
C 2.012013 -1.212432 -2.367685 -0.3116 0.3467 -0.0011 -0.06
C 2.638109 -1.370378 -3.609195 0.1637 0.1001 0.0879 -0.80
N 2.034476 -0.986379 0.019865 -0.5475 0.0419 0.0981 0.40
C 2.380043 -1.177654 1.368873 0.0581 0.0406 -0.1873 0.10
C 3.180308 -2.170449 1.898682 -0.0168 0.0070 0.0806 -0.56
C 3.341121 -2.215747 3.281530 0.0328 -0.0385 -0.0399 -0.68
C 2.720939 -1.300242 4.137694 -0.0397 0.0551 -0.0064 -0.75
C 1.914353 -0.309564 3.622266 0.1295 -0.0376 0.0763 -0.52
C 1.754378 -0.254250 2.234942 -0.1623 0.1494 -0.0129 0.87
N 0.974292 0.687349 1.561850 0.1616 -0.1512 0.4635 0.85
N 0.422963 1.633038 2.171752 -0.0511 0.1641 -0.1154 -0.74
C -0.266147 2.516786 1.311193 0.2359 -0.0705 0.3361 0.00
C -0.748988 3.693925 1.840316 -0.1020 0.0675 -0.1225 -0.47
C -1.359961 4.596298 0.973550 -0.0005 0.0052 0.0478 -0.30
C -1.471164 4.284341 -0.376447 0.0008 -0.0323 -0.0493 -0.80
C -0.969807 3.079797 -0.826458 -0.0260 -0.0180 0.0321 0.04
N -0.370758 2.194050 -0.001259 0.0894 0.0805 0.0938 0.08
H 4.486493 -1.827989 -4.586552 -0.0235 0.0056 -0.0134 0.43
H 5.764008 -1.995926 -2.493362 -0.0007 -0.0022 0.0040 0.44
H 4.707083 -1.597863 -0.315041 -0.0286 -0.0273 0.0379 0.61
H 0.909766 -1.204654 -2.403122 -0.0079 -0.4062 0.1099 0.51
H 2.060387 -1.309169 -4.520822 0.0000 -0.0175 -0.0096 0.44
H 3.650381 -2.913946 1.271689 -0.0017 0.0031 -0.0257 0.65
H 3.962283 -2.992979 3.707885 -0.0012 -0.0045 -0.0083 0.44
H 2.874484 -1.378513 5.204592 -0.0102 0.0132 0.0029 0.44
H 1.421840 0.410482 4.260984 -0.0061 0.0008 -0.0053 0.51
H -0.626356 3.900566 2.894453 0.0159 -0.0319 0.0068 0.59
H -1.737663 5.538508 1.350027 0.0011 0.0030 -0.0063 0.48
H -1.932804 4.965534 -1.077454 -0.0028 0.0098 0.0110 0.47
H -1.041295 2.807776 -1.874708 -0.0019 0.0099 -0.0053 0.42
C -3.328290 0.216135 1.780447 -0.0409 -0.0372 -0.1104 -0.69
N -3.706436 -0.054002 0.389660 -0.0361 0.0747 0.0201 0.21
C -4.945159 0.203289 -0.150212 0.0127 0.0090 0.0550 -0.34
C -4.929402 -0.257064 -1.423652 0.0600 -0.0523 -0.0386 -0.36
N -3.680990 -0.790215 -1.647767 -0.0291 0.0036 -0.0030 0.17
C -3.288449 -1.499915 -2.871820 0.0290 0.0722 0.0441 -0.80
C -2.943663 -0.647413 -0.538434 -0.0132 -0.0586 0.0572 -0.07
Se -1.252175 -1.452253 -0.211462 -0.0094 -0.0625 -0.0751 -0.02
H -4.203785 0.596866 2.297231 0.0105 0.0077 0.0205 0.32
H -2.535406 0.960759 1.811995 -0.0070 -0.0086 0.0266 0.20
H -3.002686 -0.705260 2.257597 0.0103 0.0063 0.0158 0.39
H -5.726274 0.673705 0.422002 -0.0210 -0.0001 -0.0301 0.49
H -5.692461 -0.268340 -2.182976 -0.0266 0.0210 0.0250 0.46
H -4.120774 -1.451625 -3.566699 0.0047 -0.0290 -0.0123 0.32
H -3.066139 -2.538380 -2.637671 -0.0071 -0.0079 -0.0210 0.38
H -2.422475 -1.018814 -3.320771 -0.0010 -0.0163 -0.0063 0.30
```
Positions in Å, forces in eV/Å.

- Total charge: +3
- Total energy: -98723.0359 eV
- HOMO level: -16.84 eV
- Relative energy (zero: lowest compared OMol25 entry of this formula, charge and spin): 4.9 kcal per mole

=====

[4]
The following is a quantum chemistry calculation of a structure of composition C22H22AsBBiF4N5O7S at a distorted geometry, from OMol25.

Geometry as XYZ:
```
64
Properties=species:S:1:pos:R:3:forces:R:3:mulliken_charge:R:1
Bi 1.270822 1.234957 -0.368209 0.2055 0.1617 -1.9031 2.38
O 0.033266 0.210516 3.101807 0.5116 -0.3174 -0.4193 -0.57
As 0.793826 1.808709 2.891914 -1.2506 0.0490 2.2398 1.06
O -0.143373 2.717421 3.858303 0.1921 0.4550 0.1592 -0.83
O 0.603412 2.270104 1.281357 0.1275 0.2047 0.1097 -0.54
C 2.548750 1.648167 3.717728 -0.0847 -0.0380 -0.4755 -0.40
C 2.624910 2.070424 5.036671 -0.2478 0.0528 -0.1275 -0.57
C 3.828154 1.953306 5.718302 0.1288 -0.0844 -0.0504 -0.56
C 4.952817 1.448188 5.077880 -0.1111 0.0397 0.0882 -0.54
C 4.875796 1.024080 3.759701 0.0393 -0.1637 -0.2772 -0.51
C 3.666130 1.113415 3.096293 -0.3197 0.0558 -0.1077 0.35
S 3.482105 0.616357 1.407766 0.8541 -0.2780 0.5280 1.43
O 2.148563 -0.082242 1.346953 0.3605 0.0130 0.1510 -0.72
O 4.598017 -0.186336 1.033840 -0.0090 -0.0204 0.0675 -0.69
O 3.298741 1.876368 0.650185 0.2772 -0.1272 -0.1251 -0.67
H -0.573582 0.315233 3.846411 -0.0004 0.3060 -0.0082 0.29
H 1.734271 2.484389 5.494756 0.0651 0.0081 0.0412 0.54
H 3.886871 2.249108 6.756856 0.0085 0.0725 -0.0084 0.40
H 5.892173 1.379335 5.608598 0.0156 -0.0206 0.0082 0.40
H 5.727785 0.614785 3.234444 0.0525 -0.0079 0.0542 0.51
N -2.023686 3.872428 -2.164560 0.3316 0.0209 0.1951 0.13
C -0.722438 3.758505 -1.880498 -0.0693 0.0477 -0.1443 -0.40
N -0.553823 2.685776 -1.144409 -0.2322 -0.1682 0.1282 0.20
C -1.808126 2.178463 -0.979751 0.2408 0.6454 -0.3482 -0.52
N -2.727206 2.879484 -1.598516 -0.4349 -0.3494 0.1506 -0.76
C -2.024440 1.007079 -0.145921 -0.3835 -0.2852 0.2899 0.67
C -3.261521 0.709588 0.412654 0.1719 0.0527 -0.1954 -0.56
N -3.432948 -0.353080 1.186118 -0.1334 -0.1232 0.0695 -0.59
C -2.378311 -1.115667 1.422247 0.0355 -0.0002 -0.0742 -0.85
C -1.123294 -0.808862 0.906355 -0.0247 -0.1030 -0.0588 -0.67
N -0.954780 0.246470 0.125439 -0.3348 0.0251 -0.1122 1.23
H -2.488375 4.562525 -2.729924 0.0165 0.0232 0.0126 0.18
H 0.055963 4.428986 -2.193379 -0.0076 0.0150 -0.1371 0.50
H -4.114658 1.351688 0.237433 0.0169 0.0117 -0.0571 0.51
H -2.531363 -1.976816 2.060347 0.1057 -0.0349 -0.0240 0.48
H -0.238188 -1.381894 1.138624 -0.0351 -0.1147 0.0534 0.61
F 2.071604 3.207238 -2.028415 -0.0036 -0.0460 0.3478 -0.43
B 2.060251 2.571709 -3.327045 -0.1811 -0.0138 -0.4412 0.54
F 2.936492 3.187692 -4.174981 0.0849 0.0309 0.0784 -0.28
F 2.369369 1.218532 -3.106997 0.0353 -0.1415 0.1792 -0.34
F 0.734889 2.653912 -3.814412 0.0294 -0.0011 0.0163 -0.43
C -4.659933 -2.887638 -2.519225 0.0134 0.0235 0.0295 -1.54
C -3.183586 -2.801599 -2.271569 0.1027 0.0585 -0.0002 0.80
C -2.409269 -1.835031 -2.893967 -0.0305 -0.0341 0.0450 -0.66
C -1.046244 -1.708198 -2.647879 0.0442 -0.0489 0.0833 1.14
C -0.288998 -0.659328 -3.410969 0.0858 0.0173 0.0510 -1.72
C -0.443319 -2.597033 -1.741262 -0.3171 0.3859 -0.1129 0.67
C 0.972914 -2.473267 -1.371497 0.4197 -0.1975 -0.0035 -1.17
O 1.611991 -1.444205 -1.239974 -0.4600 -0.1570 0.0003 -0.39
C -1.206808 -3.609296 -1.128428 0.0746 0.0150 0.0585 1.17
C -0.591976 -4.574784 -0.149195 0.0167 -0.0316 -0.0611 -1.99
C -2.560010 -3.687179 -1.395157 -0.0633 0.0166 -0.0259 -0.78
H -4.932980 -2.357003 -3.429363 -0.0498 -0.0097 -0.0054 0.38
H -5.205650 -2.438229 -1.686169 -0.0278 -0.0149 -0.0212 0.29
H -4.979584 -3.925610 -2.605165 -0.0429 0.0001 -0.0090 0.39
H -2.874656 -1.152925 -3.596590 -0.0034 0.0005 -0.0408 0.43
H -0.586595 -0.685681 -4.458896 -0.0111 0.0527 -0.0122 0.53
H 0.787362 -0.773843 -3.352453 0.0332 0.0233 -0.0475 0.40
H -0.521405 0.343869 -3.046071 -0.0071 0.0657 -0.0002 0.11
H 1.484343 -3.436602 -1.198108 0.0848 0.0867 0.0630 0.37
H -0.064044 -4.061968 0.656089 0.0226 -0.0303 0.0200 0.39
H 0.121501 -5.230614 -0.651062 0.0491 -0.0344 0.0672 0.41
H -1.361801 -5.201356 0.296829 0.0024 -0.0063 0.0082 0.40
H -3.156118 -4.452521 -0.911882 0.0205 -0.0332 0.0411 0.37
```
Positions in Å, forces in eV/Å.

- Total charge: 0
- Total energy: -134021.3257 eV
- HOMO level: -9.68 eV
- Relative energy (zero: lowest compared OMol25 entry of this formula, charge and spin): 13.0 kcal per mole